No. 1
Below is a molecular structure, C30H48P2Pr, with properties calculated with ωB97M-V/def2-TZVPD.

The orbital gap (alpha / beta) is 0.2514 / 0.2572 Ha. Its expectation value of S² is 2.01.

```
! RIJCOSX wB97M-V def2-TZVPD def2/J DEFGRID3
* xyz 1 3
Pr -0.4566 -1.0840 0.4497
C -1.4702 -1.6400 2.9994
C -2.5119 -0.9378 2.3163
C -2.3745 -3.0599 1.4198
C -1.3916 -2.9527 2.4460
C -3.0561 -1.8128 1.3295
C -0.6648 -1.1357 4.1440
H -0.5412 -0.0452 4.1066
H 0.3385 -1.5833 4.1480
H -1.1326 -1.3783 5.1128
C -0.4981 -4.0471 2.8996
H -0.0516 -3.8143 3.8733
H 0.3255 -4.2201 2.1924
H -1.0464 -4.9945 2.9990
C -2.6895 -4.2870 0.6459
H -2.8391 -5.1492 1.3091
H -1.8837 -4.5493 -0.0501
H -3.6037 -4.1557 0.0544
C -4.2263 -1.5294 0.4507
H -5.1709 -1.8637 0.9089
H -4.1282 -2.0532 -0.5084
H -4.3249 -0.4588 0.2371
C -3.0071 0.4273 2.6355
H -3.8628 0.3972 3.3340
H -3.3507 0.9537 1.7306
H -2.2299 1.0452 3.1057
C 2.9452 3.7840 -0.9218
C 2.3506 4.2379 0.1939
C 1.5798 5.5310 0.2828
C 0.6530 5.8023 -0.9150
C -0.0185 4.5661 -1.4357
C 0.3872 3.8385 -2.4942
C 1.7262 3.9459 -3.1643
C 2.8917 4.4251 -2.2758
H 2.2618 6.3937 0.3906
H 1.1893 6.3544 -1.7041
H 0.9772 5.5213 1.2042
H 2.9111 5.5271 -2.2232
H 3.7538 3.0484 -0.8479
H 2.6631 3.8579 1.1748
H 3.8218 4.1452 -2.7942
H 1.9896 2.9548 -3.5725
H -0.3344 3.2484 -3.0656
H 1.6703 4.6194 -4.0374
H -0.1369 6.4867 -0.5656
H -0.9910 4.3928 -0.9718
P 1.1111 1.0595 1.0563
C 2.9036 1.0611 1.0131
C 0.4098 2.4398 1.9941
P -1.1378 0.8398 -1.3941
C 0.5492 1.4613 -0.7235
C -2.3493 2.1793 -1.2387
C -0.9600 0.6175 -3.1925
H 3.2609 0.1749 0.4606
H 3.2731 1.0126 2.0479
H 3.2684 1.9625 0.5202
H 0.5571 3.3871 1.4605
H 0.9238 2.4653 2.9655
H -0.6653 2.2803 2.1706
H -0.5219 1.5014 -3.6792
H -1.9703 0.4238 -3.5986
H -0.3276 -0.2659 -3.3925
H 1.3485 1.2037 -1.4325
H 0.5123 2.5501 -0.6605
H -3.3046 1.7963 -1.6406
H -2.0484 3.0642 -1.8168
H -2.4975 2.4453 -0.1779
C 0.5958 -3.0197 -0.7747
C 1.1709 -4.3523 -0.9653
C 0.6878 -5.5050 -0.2929
C 1.2038 -6.7689 -0.5878
C 2.2154 -6.9173 -1.5481
C 2.7194 -5.7847 -2.2003
C 2.2202 -4.5237 -1.8967
H -0.3502 -2.8625 -1.3449
H 1.3414 -2.2129 -0.9321
H -0.0971 -5.3845 0.4600
H 0.8079 -7.6421 -0.0676
H 2.6000 -7.9094 -1.7809
H 3.5010 -5.8921 -2.9527
H 2.6064 -3.6370 -2.4045
*
```

No. 2
Below is a molecular structure, C6H15CdN2O5P, with properties calculated with ωB97M-V/def2-TZVPD.

The orbital gap is 0.1105 Ha.

```
! RIJCOSX wB97M-V def2-TZVPD def2/J DEFGRID3
* xyz 2 1
C 4.7204 -0.7000 0.7600
N 3.2623 -0.3999 0.8419
C 2.6222 -1.0154 -0.2681
O 1.1655 -0.7756 -0.2994
P 0.6444 0.6342 -0.5539
O -0.4664 0.6204 -1.6239
O 1.8527 1.5672 -1.1646
O 0.2208 1.2188 0.7908
C -1.2086 1.3629 1.0104
C -1.9057 -0.0022 0.9925
O -1.6220 -0.8660 1.7812
N -2.8577 -0.1572 -0.0437
C -3.2385 -1.5591 -0.2432
C -4.0108 0.7450 0.1118
H 5.2392 -0.0053 0.1105
H 4.8456 -1.7032 0.3736
H 5.1292 -0.6563 1.7565
H 3.2095 0.6115 0.7908
H 2.7263 -2.0815 -0.1479
H 3.0629 -0.7876 -1.2479
H 1.9575 1.2484 -2.0708
H -1.3413 1.7732 1.9996
H -1.6766 2.0598 0.3321
H -2.3341 -2.1420 -0.3091
H -3.8909 -1.9273 0.5401
H -3.7162 -1.6192 -1.2114
H -4.8595 0.3476 -0.4165
H -4.2304 0.9578 1.1531
H -3.7790 1.6889 -0.3769
Cd 0.4792 1.5622 -3.3674
*
```

No. 3
Below is a molecular structure, C26H25AuFIN5O7, with properties calculated with ωB97M-V/def2-TZVPD.

The orbital gap (alpha / beta) is 0.2775 / 0.1756 Ha. Its expectation value of S² is 2.01.

```
! RIJCOSX wB97M-V def2-TZVPD def2/J DEFGRID3
* xyz 1 3
Au 0.9692 -1.0367 1.0940
F -0.3696 -2.6052 -4.9352
C 0.6479 -1.8968 -4.4438
C 1.5926 -2.4673 -3.6878
N 2.6409 -1.7428 -3.1735
C 3.4962 -2.3191 -2.1713
C 2.9071 -2.2850 -0.7541
O 3.5261 -2.7105 0.1876
O 1.7120 -1.7631 -0.7036
C 2.7569 -0.3776 -3.3862
O 3.6396 0.2874 -2.8975
N 1.7693 0.1655 -4.1760
C 0.6579 -0.4602 -4.7223
O -0.1905 0.1495 -5.3251
H 1.5653 -3.5211 -3.4490
H 4.4029 -1.7106 -2.1198
H 3.7716 -3.3445 -2.4184
H 1.8300 1.1677 -4.3132
C -4.5274 2.1940 -1.5457
C -3.8926 1.0857 -0.7656
C -4.1831 0.9040 0.5876
C -3.6027 -0.1149 1.3222
C -3.9549 -0.2726 2.7769
C -2.6571 -0.9479 0.6790
C -1.9650 -1.9164 1.4838
O -0.8087 -2.3151 1.2996
C -2.3805 -0.8067 -0.6980
C -1.4927 -1.7467 -1.4550
C -3.0131 0.2109 -1.3918
H -5.2491 2.7442 -0.9479
H -5.0333 1.8022 -2.4273
H -3.7655 2.8914 -1.8982
H -4.8911 1.5664 1.0697
H -4.6578 0.5029 3.0748
H -3.0806 -0.2029 3.4241
H -4.4314 -1.2339 2.9691
H -2.4896 -2.3426 2.3481
H -1.3784 -2.7112 -0.9680
H -0.4987 -1.3128 -1.5843
H -1.9120 -1.9056 -2.4493
H -2.8187 0.3165 -2.4524
C -1.4109 2.6911 3.4045
N -0.9706 2.3425 2.0591
C -1.1663 3.1733 0.9806
C -0.7623 2.8610 -0.2560
C -0.0832 1.5944 -0.5380
O 0.3014 1.2183 -1.6117
N 0.0715 0.8368 0.6267
C -0.3253 1.1687 1.8635
O -0.0734 0.3601 2.7857
H -1.9105 3.6553 3.3602
H -0.5557 2.7517 4.0762
H -2.1039 1.9384 3.7768
H -1.6656 4.1040 1.2083
H -0.9103 3.5331 -1.0866
I 6.5751 1.0355 0.6189
C 5.0540 0.2717 1.7985
C 5.2756 -0.1496 3.1006
C 4.2168 -0.6589 3.8366
C 2.9718 -0.7455 3.2491
N 2.7802 -0.3510 1.9846
C 3.7815 0.1467 1.2657
H 6.2612 -0.0767 3.5391
H 4.3506 -0.9791 4.8588
H 2.1063 -1.1057 3.7839
H 3.5509 0.4653 0.2586
*
```

No. 4
Below is a molecular structure, C15H25ClFO2P2Ru, with properties calculated with ωB97M-V/def2-TZVPD.

The orbital gap (alpha / beta) is 0.2552 / 0.2378 Ha. Its expectation value of S² is 6.03.

```
! RIJCOSX wB97M-V def2-TZVPD def2/J DEFGRID3
* xyz 3 5
C 0.5930 -0.2607 -4.7421
C 0.8283 -0.1840 -3.3069
H 1.5468 -0.1742 -5.2796
H -0.0856 0.5496 -5.0482
H 0.1139 -1.2227 -4.9884
O 1.8131 -0.1113 -2.6223
Cl -1.1525 -0.2065 -2.2121
Ru 0.3717 -0.0440 -0.4528
P 0.1146 2.2608 -0.3138
C 1.3635 3.1417 0.6726
C 0.2493 2.9677 -1.9799
H 0.4523 4.0420 -1.8895
H -1.5131 3.9836 0.2035
H -0.6901 2.8100 -2.5245
H -2.2874 2.4168 -0.2043
H 2.3682 2.8109 0.3826
H 1.0679 2.4844 -2.5268
C -1.4602 2.8933 0.3345
H 1.2679 4.2235 0.5061
H -1.5462 2.6500 1.4001
H 1.2123 2.9224 1.7349
P 0.3699 -2.3258 -0.0668
C 1.6892 -2.9238 1.0350
C -1.1189 -3.1372 0.5830
H -0.1066 -2.9134 -2.3618
H 0.6940 -4.2505 -1.4739
H 1.6522 -2.8481 -2.0430
C 0.6825 -3.1684 -1.6436
H -1.9877 -2.8313 -0.0100
H -1.0058 -4.2303 0.5310
H 1.6574 -4.0199 1.1019
H 1.5458 -2.4960 2.0325
H -1.2744 -2.8364 1.6256
H 2.6657 -2.6057 0.6504
C 2.0689 0.0881 0.2261
O 3.1754 0.1703 0.6064
F -2.6309 0.6117 5.0407
C -1.9467 0.3838 3.8700
C -0.5678 0.5604 3.8586
C 0.1176 0.3420 2.6597
C -0.5914 -0.0045 1.5120
C -1.9696 -0.1939 1.5581
C -2.6727 -0.0016 2.7477
H -0.0355 0.8608 4.7605
H 1.2017 0.4464 2.6208
H -2.4943 -0.4816 0.6432
H -3.7456 -0.1483 2.7927
*
```

No. 5
Below is a molecular structure, C5H12NO5P, with properties calculated with ωB97M-V/def2-TZVPD.

The orbital gap is 0.3293 Ha.

```
! RIJCOSX wB97M-V def2-TZVPD def2/J DEFGRID3
* xyz 0 1
C -3.7293 -0.3072 -1.3337
C 2.5050 2.0165 -0.8583
C 2.7779 -1.2900 1.8974
C -2.7022 -0.7560 -0.2539
C -2.5589 0.4810 0.6264
N -1.4735 1.0303 0.8603
O -0.2922 0.9925 0.6845
O 0.4201 -0.2226 -0.2822
O 2.1631 -1.7911 -0.6911
O 2.4855 0.7522 -1.4015
O 2.6789 -0.1100 1.0630
P 2.0180 -0.3770 -0.3738
H -3.5530 0.6844 -1.7064
H -3.8050 -0.9981 -2.2621
H -4.6429 -0.3092 -0.9452
H 3.4501 2.2975 -0.2572
H 1.6642 2.0644 -0.1234
H 2.3515 2.6170 -1.8096
H 3.7357 -1.7440 1.6664
H 2.0794 -2.1780 1.6311
H 2.5151 -0.9308 2.8800
H -1.7157 -1.1014 -0.6105
H -2.9907 -1.6826 0.3112
H -3.3812 0.8622 1.2888
*
```

No. 6
Below is a single C4H4O2 molecule, with properties calculated with ωB97M-V/def2-TZVPD.

Its SMILES is O=C1C[C@H]2O[C@@H]12. The orbital gap is 0.3906 Ha.

```
! RIJCOSX wB97M-V def2-TZVPD def2/J DEFGRID3
* xyz 0 1
O 2.1972 -0.5091 -0.5409
C 1.0643 -0.2731 -0.2386
C 0.0952 0.8651 -0.5722
C -0.9781 0.0914 0.1797
O -0.9940 -1.2652 -0.2520
C 0.0001 -0.8736 0.7015
H -0.0598 1.2877 -1.5666
H 0.5182 1.5941 0.1335
H -1.8997 0.4672 0.6130
H 0.0680 -1.3400 1.6787
*
```

No. 7
Below is a molecular structure, C6H11CsO2, with properties calculated with ωB97M-V/def2-TZVPD.

The orbital gap (alpha / beta) is 0.1068 / 0.2164 Ha. Its expectation value of S² is 0.75.

```
! RIJCOSX wB97M-V def2-TZVPD def2/J DEFGRID3
* xyz -1 2
O 2.0168 1.3454 2.0335
C 2.1988 0.8599 0.9386
C 1.8000 1.5066 -0.3535
C 2.8120 1.3052 -1.4445
C 3.3981 2.2921 -2.1254
H 2.6704 -0.1459 0.8473
H 1.5753 2.5681 -0.1811
H 0.8489 0.9981 -0.6448
H 3.0644 0.2658 -1.6834
H 3.1675 3.3414 -1.9207
H 4.1420 2.0828 -2.8962
C -3.2006 -1.9759 1.9533
C -2.6521 -2.4746 0.6138
O -2.7511 -1.4011 -0.2609
Cs -4.3880 0.8794 -2.4928
H -2.7889 -2.5401 2.8047
H -2.8566 -0.8604 1.8337
H -4.2985 -1.9084 1.8979
H -3.1856 -3.4091 0.3322
H -1.5727 -2.7294 0.7484
*
```

No. 8
Below is a molecular structure, C2H4INS, with properties calculated with ωB97M-V/def2-TZVPD.

The orbital gap (alpha / beta) is 0.2161 / 0.2161 Ha.

```
! RIJCOSX wB97M-V def2-TZVPD def2/J DEFGRID3
* xyz 0 1
C -0.3199 -0.4639 -1.6854
C 0.6841 -1.0164 -1.3404
N -0.0626 0.2189 1.3095
S 1.5258 -0.0291 1.5442
I -1.0936 2.6435 0.7061
H -1.1937 0.0197 -2.0143
H -0.4334 -0.1063 0.4090
H 1.5842 -1.4615 -1.0330
H -0.6909 0.1950 2.1043
*
```

No. 9
Below is a single C3H4O2S molecule, with properties calculated with ωB97M-V/def2-TZVPD.

The orbital gap is 0.3434 Ha.

```
! RIJCOSX wB97M-V def2-TZVPD def2/J DEFGRID3
* xyz 0 1
C -0.1565 -0.1185 0.3992
C -1.3362 0.7405 0.5367
C 0.3209 -0.6850 -0.9054
O 2.5097 0.0203 0.5672
O -2.0822 1.1628 -0.2671
S 1.5410 0.6120 -0.2889
H -0.0056 -0.6374 1.3282
H -1.5088 0.7244 1.6507
H 0.7654 -1.6250 -1.2614
H -0.0477 -0.1942 -1.7591
*
```

No. 10
Below is 3 unconnected molecules or ions with the total composition C3H8NO2S2, with properties calculated with ωB97M-V/def2-TZVPD.

The orbital gap is 0.1748 Ha.

```
! RIJCOSX wB97M-V def2-TZVPD def2/J DEFGRID3
* xyz 1 1
N -0.2960 0.7894 1.4340
C 0.9072 0.5003 1.8501
C 1.9681 1.4787 1.4795
O 3.1455 1.1515 1.9888
O 1.7215 2.5460 1.0036
C -0.6302 0.3770 -1.1853
S -1.7936 -0.7698 -1.1628
S -2.7133 -3.0098 -3.7887
H -0.4085 0.3095 0.4206
H -2.0825 -2.8930 -2.6116
H -1.0555 0.6174 2.0978
H 0.9527 -0.1179 2.7454
H 3.8998 1.7587 1.9248
H -0.8874 1.4177 -1.3910
H 0.4185 0.0904 -1.2767
H -3.1463 -4.2462 -3.5284
*
```

No. 11
Below is 6 unconnected molecules or ions with the total composition C3H17NO6S, with properties calculated with ωB97M-V/def2-TZVPD.

Its SMILES is NC(=O)CCS.O.O.O.O.O. The orbital gap is 0.3474 Ha.

```
! RIJCOSX wB97M-V def2-TZVPD def2/J DEFGRID3
* xyz 0 1
N 2.1409 -0.0665 -0.3826
C 0.9863 0.6794 -0.4909
O 0.9790 1.6551 -1.1953
C -0.2412 0.1007 0.1935
C -1.3772 1.0111 -0.1483
S -2.9048 0.6746 0.8657
H 3.0046 0.2907 -0.9355
H 2.2346 -0.7959 0.2502
H -0.1573 0.1469 1.3124
H -0.3287 -0.9337 -0.1283
H -1.0348 2.1090 -0.1274
H -1.6418 0.7967 -1.1861
H -3.4826 -0.6254 0.5079
O 0.4960 -2.8820 1.7301
H -0.3546 -2.6504 1.9435
H 1.1326 -2.3330 2.1400
O -2.1508 -2.3866 -2.6906
H -1.7783 -1.6732 -3.2169
H -3.0771 -2.0642 -2.5897
O 1.7022 -0.6931 2.6186
H 2.5404 -1.0622 2.9989
H 1.7662 0.2570 2.6468
O -0.5356 0.9622 -3.5823
H -0.6613 1.6382 -2.8069
H 0.4633 0.8528 -3.5036
O 0.9424 2.0443 2.0787
H 0.9342 2.3493 1.1732
H 0.4034 2.5982 2.5249
*
```

No. 12
Below is a single C2H7N5 molecule, with properties calculated with ωB97M-V/def2-TZVPD.

Its SMILES is N/N=N/[C@@H]1CN1N. The orbital gap is 0.3689 Ha.

```
! RIJCOSX wB97M-V def2-TZVPD def2/J DEFGRID3
* xyz 0 1
N 3.0921 -0.3229 0.2112
N 1.7949 -0.0334 0.3132
N 1.0748 -0.2455 -0.7302
C -0.3159 0.1669 -0.6709
C -0.8520 0.9655 0.3638
N -1.0769 -0.4646 0.3547
N -2.3137 -0.9916 -0.0483
H 3.6726 -0.7205 -0.6248
H 3.3208 -0.2345 1.1525
H -0.8155 0.2157 -1.6928
H -0.1757 1.2198 1.1799
H -1.7521 1.6439 0.1061
H -2.7494 -0.3033 -0.6682
H -2.9038 -0.8956 0.7539
*
```

No. 13
Below is a molecular structure, C38H51N8O7SSn, with properties calculated with ωB97M-V/def2-TZVPD.

The orbital gap is 0.2252 Ha.

```
! RIJCOSX wB97M-V def2-TZVPD def2/J DEFGRID3
* xyz -1 1
Sn -0.5081 0.2231 0.8666
O -3.7349 1.5674 3.1381
C -2.8842 0.9997 2.4914
O -1.6867 1.4454 2.2275
C -3.1937 -0.4035 1.8511
O -4.2299 -0.9770 2.0739
O -2.2491 -0.8641 1.0545
C 3.4664 -2.5886 0.6110
C 2.5412 -2.4096 -0.5953
C 3.3493 -2.4763 -1.8948
C 1.3979 -3.4148 -0.6289
C 1.6583 -4.7735 -0.4917
C 0.6296 -5.7047 -0.5213
C -0.6775 -5.2749 -0.6850
C -0.9863 -3.9260 -0.8402
C -2.4376 -3.4944 -0.9846
C -3.0255 -3.9751 -2.3144
C -3.2873 -3.9737 0.1937
C 0.0707 -3.0031 -0.8378
N -0.2204 -1.6212 -0.9860
C -0.5666 -1.1900 -2.1397
C -1.0668 0.1252 -2.4089
C -1.5778 0.5520 -3.6396
C -2.1217 1.8212 -3.4129
C -1.9385 2.0787 -2.0409
N -1.2698 1.0806 -1.4408
C -2.5278 3.2297 -1.2554
C -3.9765 2.8628 -0.8732
C -2.5792 4.4995 -2.1261
C -1.7475 3.4587 0.0548
H 4.2670 -1.8412 0.5944
H 3.9462 -3.5713 0.6047
H 2.9291 -2.4900 1.5520
H 2.0770 -1.4214 -0.5244
H 3.8314 -3.4523 -1.9981
H 4.1414 -1.7185 -1.9067
H 2.7108 -2.3290 -2.7712
H 2.6801 -5.1092 -0.3451
H 0.8467 -6.7610 -0.4080
H -1.4827 -6.0025 -0.6887
H -2.4748 -2.4086 -0.9704
H -2.9893 -5.0661 -2.3898
H -2.4765 -3.5644 -3.1671
H -4.0700 -3.6656 -2.4006
H -3.3646 -5.0658 0.2137
H -4.2938 -3.5578 0.1220
H -2.8720 -3.6337 1.1444
H -0.5518 -1.8660 -3.0043
H -1.5793 -0.0167 -4.5615
H -2.6324 2.4516 -4.1288
H -4.5747 2.6937 -1.7708
H -4.4394 3.6617 -0.2837
H -3.9916 1.9498 -0.2733
H -3.4280 4.4661 -2.8135
H -1.6965 4.6143 -2.7663
H -2.6979 5.3942 -1.5093
H -2.1678 2.9018 0.8932
H -1.7615 4.5151 0.3493
H -0.7175 3.0846 -0.0097
N 0.5239 4.1838 -2.0025
C 1.5956 3.1321 -1.8171
C 2.7561 3.6351 -0.9675
C 3.5728 2.3858 -0.5696
N 2.6989 1.6228 0.3000
C 3.9803 1.6013 -1.8295
C 2.8870 1.3312 -2.8770
N 1.9496 0.3242 -2.4003
C 2.1007 2.6226 -3.1544
H 0.0254 4.3417 -1.1313
H -0.1826 3.8472 -2.6575
H 0.8959 5.0674 -2.3420
H 1.1092 2.3072 -1.2912
H 2.4016 4.1413 -0.0628
H 3.3799 4.3385 -1.5326
H 4.5044 2.7046 -0.0920
H 2.6297 2.0111 1.2339
H 2.9633 0.6481 0.3996
H 4.4333 0.6487 -1.5342
H 4.7734 2.1779 -2.3165
H 3.3915 1.0390 -3.8062
H 2.4125 -0.5439 -2.1484
H 1.2142 0.1078 -3.0666
H 1.2775 2.4107 -3.8467
H 2.7611 3.3629 -3.6214
O 7.2576 -4.4514 6.5666
S 6.2885 -3.6014 7.2337
O 6.2820 -2.2216 6.7950
O 6.1842 -3.7905 8.6673
C 4.7064 -4.2769 6.6280
N 4.4220 -5.5361 6.9796
C 3.2781 -6.0240 6.5299
C 2.4048 -5.3016 5.7290
C 2.7961 -4.0134 5.4121
N 3.9390 -3.5028 5.8647
C 1.9885 -3.1153 4.5304
C 1.0239 -3.6025 3.6569
C 0.3779 -2.7234 2.8032
N 0.6328 -1.4135 2.7872
C 1.5189 -0.9404 3.6653
C 2.2269 -1.7428 4.5396
H 3.0421 -7.0439 6.8182
H 1.4701 -5.7288 5.3922
H 0.8014 -4.6599 3.5931
H -0.3456 -3.0874 2.0792
H 1.6897 0.1338 3.6363
H 2.9790 -1.3400 5.2044
*
```

No. 14
Below is 2 unconnected molecules or ions with the total composition C5H12N2O2, with properties calculated with ωB97M-V/def2-TZVPD.

Its SMILES is CCC(N)=O.CC(N)=O. The orbital gap is 0.3772 Ha.

```
! RIJCOSX wB97M-V def2-TZVPD def2/J DEFGRID3
* xyz 0 1
C -1.7337 1.2389 -2.0637
C -1.0544 0.8121 -0.7369
C -2.0685 -0.0100 0.0172
N -1.6855 -1.2820 0.3642
O -3.1514 0.4248 0.3702
H -1.1931 1.0713 -3.0066
H -2.0545 2.2686 -2.0345
H -2.6726 0.6974 -2.1870
H -0.1651 0.2012 -0.8514
H -0.6033 1.6927 -0.2892
H -2.3995 -1.7102 0.9258
H -0.7193 -1.5883 0.4221
C 3.2691 -0.6569 0.6433
C 1.7641 -0.8294 1.0465
N 1.0820 0.2312 1.5224
O 1.3036 -1.9586 1.0272
H 3.9133 -0.9074 1.4725
H 3.2822 0.4016 0.3468
H 3.4245 -1.2062 -0.2839
H 0.1589 -0.0868 1.7756
H 1.3034 1.1959 1.5193
*
```

no.,F_max (eV/Å)
1,4.91
2,2.00
3,0.61
4,8.85
5,4.99
6,0.70
7,2.25
8,0.68
9,3.73
10,3.11
11,4.64
12,4.66
13,0.93
14,3.08